# 1
A 2-piece molecular cluster, C6H7F4NO2 overall, computed with the ωB97M-V functional and the def2-TZVPD basis.

```
20
Properties=species:S:1:pos:R:3:forces:R:3
F 0.388418 -0.802838 -1.840067 0.0040 -1.1321 0.0046
F 2.577303 0.775375 1.479592 0.7296 -0.1808 1.0403
F 1.451640 2.512097 0.810977 -0.1057 0.2268 -0.1186
F 1.005887 -2.932744 -0.074279 -0.4125 -1.0443 0.0228
O -1.817864 0.941017 -1.364123 -0.0327 0.4726 -0.3669
O -1.348632 0.139191 0.652481 -0.2584 -0.5035 0.2313
N -2.463315 -2.411089 -0.846158 -0.8910 -0.7767 -0.4371
C -1.876969 -0.051228 -0.432338 1.3761 1.2013 0.5699
C 1.805557 0.670433 -0.685474 -0.4918 0.0089 -0.6310
C 1.526931 1.162406 0.727899 2.0427 0.3163 -1.8214
C 1.573683 -1.746605 0.011400 1.0716 1.6314 0.5556
C -2.733229 -1.180311 -0.666093 -0.6744 1.3317 -0.2849
C 1.289613 -0.765771 -0.842228 0.9024 1.5337 0.6874
H 0.668879 0.706031 1.058577 -2.1402 -0.5983 1.2633
H 2.294315 -1.569734 0.884447 -1.2074 -0.4774 -1.5383
H -1.341356 1.771333 -1.038725 -0.9091 -1.9991 -0.0070
H -1.612480 -2.934969 -0.957993 1.0775 0.4321 -0.0170
H 2.848817 0.829717 -1.000044 -0.2707 -0.2049 0.3881
H -3.270251 -3.012601 -0.980260 0.0893 -0.0373 0.2965
H 1.198516 1.275136 -1.375085 0.1009 -0.2005 0.1623
```
Forces are in eV/Å.

Summary:
Kohn-Sham gap, Ha: 0.34288
E_HOMO, eV: -8.8
Energy above the lowest of the compared OMol25 structures with the same formula, charge and spin, kJ/mol: 141.9
Multiplicity: 1

# 2
A 2-piece molecular cluster, C6H7FO4 overall, computed with the ωB97M-V functional and the def2-TZVPD basis.

```
18
Properties=species:S:1:pos:R:3:forces:R:3
F 0.651784 -2.601839 -0.684887 -0.4828 0.2130 0.4955
O 1.247548 2.351951 -1.086498 1.9154 0.9849 1.3044
O -0.789504 -0.570137 -1.793067 0.1336 -0.7008 -0.9789
O -0.594842 2.253794 -2.279780 -1.7489 0.6384 -1.1717
O 1.424093 -1.187026 -2.507902 0.0061 -0.0917 -1.1411
C -1.275862 -0.932683 1.077467 -0.7503 0.2930 -4.4024
C -0.362318 0.227009 0.543329 -1.3305 1.0442 0.7997
C 0.547930 -0.862851 -1.772375 -0.9069 2.5748 2.0380
C 0.784160 0.332094 1.515008 3.0238 0.1498 0.8238
C 0.222763 1.818327 -1.483491 -0.2641 -1.9517 -0.0896
C 0.003829 0.365175 -0.956379 1.0268 -2.5973 0.5523
H 1.454757 -0.575831 1.736366 -1.4956 0.5610 -0.6947
H 1.548096 1.019659 1.088502 -0.5864 0.0760 0.4139
H -0.965979 1.174691 0.768422 0.5942 -0.8746 -0.3296
H -0.935454 -1.882081 0.593104 0.1443 0.5048 0.7380
H -1.120347 -0.876625 2.130023 -0.8322 -0.3294 0.8871
H 0.484657 0.702076 2.539453 0.0391 -0.1605 -1.0056
H -2.325312 -0.755704 0.572705 1.5147 -0.3339 1.7606
```
Forces are in eV/Å.

Summary:
Charge: -2
Kohn-Sham gap, Ha: 0.26752
E_HOMO, eV: -0.7
Multiplicity: 1

# 3
A 2-piece molecular cluster, C6H7I overall, computed with the ωB97M-V functional and the def2-TZVPD basis.

```
14
Properties=species:S:1:pos:R:3:forces:R:3
I -2.001540 -4.096243 -0.640567 0.2585 0.7941 -0.2242
C -1.382922 -2.164262 -3.043552 0.2165 0.6034 0.0194
C -0.275879 0.758657 0.645291 0.3183 0.7570 0.9447
C 1.810633 1.569869 1.642642 0.0266 0.1884 0.2076
C -1.499089 -2.514013 -1.804075 0.0876 0.3476 0.9466
C -0.736420 -0.095684 -0.053984 -1.0710 -2.6751 -2.1454
C 0.292189 1.710243 1.600652 0.0075 -0.0844 -0.3326
H 0.002472 2.720435 1.299369 0.0589 0.0362 0.1930
H 2.084324 0.553643 1.917697 0.0366 -0.0503 0.0043
H -1.086854 -1.161481 -3.311289 0.0628 0.1999 0.1293
H 2.246257 1.787434 0.670332 0.0247 0.0061 -0.0614
H 2.232859 2.254828 2.377129 0.1076 0.0351 0.0261
H -0.130517 1.505705 2.586386 -0.0167 0.1432 0.0181
H -1.555513 -2.829132 -3.886032 -0.1178 -0.3013 0.2745
```
Forces are in eV/Å.

Summary:
Kohn-Sham gap (alpha / beta), Ha: 0.21680 / 0.21659
E_HOMO (alpha / beta), eV: -8.5 / -8.5
Energy above the lowest of the compared OMol25 structures with the same formula, charge and spin, kJ/mol: 683.3
Multiplicity: 1

# 4
C6H7I as an isolated structure, computed with the ωB97M-V functional and the def2-TZVPD basis.

```
14
Properties=species:S:1:pos:R:3:forces:R:3
I -0.650752 -0.286539 -3.311622 0.1624 0.0711 0.7345
C 0.295878 -0.284348 -0.242113 0.4986 -0.7322 -4.3920
C -0.520948 0.083307 -1.246317 -1.3978 0.3928 0.0518
C -1.476169 0.955151 -0.328398 -0.8240 -1.2016 -2.8400
C -0.448288 0.480287 0.675007 -1.0495 0.7833 1.9333
C -0.216168 0.541322 1.961480 1.2604 -1.2930 1.5770
C 1.567845 -1.015602 -0.407351 -2.1697 -3.4660 3.3854
H 1.527697 -1.901280 0.390015 0.3712 1.6436 -1.3940
H 0.527327 -0.220038 2.295084 -0.2377 0.9653 -0.0658
H -1.416503 1.978153 -0.738311 -0.3007 -0.1770 0.8633
H -0.635735 1.103975 2.764368 -0.7146 0.4206 -0.0262
H 2.347949 -0.414254 -0.112676 2.1410 1.2415 0.2998
H 1.672822 -1.542342 -1.331315 0.0428 0.2871 -0.8038
H -2.574953 0.522208 -0.367849 2.2177 1.0643 0.6766
```
Forces are in eV/Å.

Summary:
Kohn-Sham gap, Ha: 0.32900
E_HOMO, eV: -8.3
Energy above the lowest of the compared OMol25 structures with the same formula, charge and spin, kJ/mol: 150.9
Multiplicity: 1

The following DFT total energy values (in a.u.) correspond, in order, to the records above: -837.426436; -633.581601; -530.205652; -530.408430.
The following strongest force on any atom values (in eV/A) correspond, in order, to the records above: 2.755; 4.475; 3.592; 5.309.